ORCA calculation (the ωB97M-V functional and the def2-TZVPD basis) on a 2-piece molecular cluster, CH6N3 overall at a distorted geometry.

XYZ file:
```
10
Properties=species:S:1:pos:R:3:lowdin_spin:R:1
C 1.12 0.69 -0.09 0.72
N -1.03 -0.58 -0.25 0.70
N 1.90 -0.36 0.11 0.05
N -1.82 0.25 0.23 0.41
H 1.32 1.69 0.00 0.05
H -1.24 -0.89 -1.22 0.02
H 1.21 -1.14 0.20 0.02
H 2.88 -0.53 0.11 0.01
H -1.64 0.41 1.15 0.01
H -2.71 0.45 -0.24 0.01
```

The LUMO energy (alpha / beta) is -0.2063 / -0.2367 Ha. The total energy comes out at -5591.8261 eV. The gap between HOMO and LUMO (alpha / beta) is 6.14 / 8.60 eV. Its charge is +1. As for the multiplicity: 3.

---

ORCA calculation (the ωB97M-V functional and the def2-TZVPD basis) on C29H54AsBrN4ReSi4Te as an isolated structure at a distorted geometry.

XYZ file:
```
95
Properties=species:S:1:pos:R:3:lowdin_spin:R:1
Re -0.12 -0.02 -0.48 0.71
C 2.44 -0.77 -5.53 0.00
C 1.38 0.07 -6.24 0.00
C 0.08 -0.71 -6.42 0.00
C 1.12 1.41 -5.50 0.00
N 0.81 1.18 -4.12 0.01
C 1.67 1.00 -3.11 0.01
N 0.96 0.65 -2.06 0.02
N -0.31 0.64 -2.46 0.02
N -0.42 0.95 -3.68 0.00
H 2.68 -1.63 -6.15 0.00
H 2.10 -1.15 -4.57 0.00
H 3.36 -0.20 -5.38 0.00
H 1.76 0.36 -7.22 0.00
H -0.37 -0.97 -5.47 0.00
H 0.29 -1.63 -6.96 0.00
H -0.64 -0.13 -7.00 0.00
H 0.27 1.92 -5.95 0.00
H 2.01 2.04 -5.54 0.00
H 2.73 1.11 -3.14 0.00
C -2.87 1.30 1.57 -0.01
As -1.90 -0.28 1.10 0.03
C -3.44 -1.28 0.45 0.01
C -1.42 -1.06 2.85 0.01
C -2.56 -1.82 3.47 0.00
C -2.89 -3.08 2.98 0.00
C -3.93 -3.80 3.55 0.00
C -4.65 -3.26 4.60 0.00
C -4.33 -2.00 5.08 0.00
C -3.29 -1.28 4.52 0.00
H -3.70 1.03 2.23 0.00
H -3.29 1.75 0.66 0.00
H -2.27 2.06 2.07 0.00
H -4.15 -1.34 1.28 0.00
H -3.24 -2.28 0.06 0.00
H -3.89 -0.67 -0.34 0.00
H -1.15 -0.19 3.46 0.00
H -0.52 -1.69 2.74 0.00
H -2.32 -3.50 2.15 0.00
H -4.18 -4.78 3.17 0.00
H -5.47 -3.81 5.04 0.00
H -4.90 -1.57 5.89 0.00
H -3.04 -0.31 4.91 0.00
C -1.33 -5.58 -2.62 0.00
Si -1.20 -6.14 -0.79 -0.01
C -2.78 -5.68 0.17 0.00
C -0.81 -7.99 -0.59 0.00
Si 0.74 -4.86 0.17 0.03
Te -0.09 -2.48 -0.21 0.10
Si 2.82 -5.20 -1.22 0.03
C 3.06 -7.08 -1.34 0.01
C 4.31 -4.33 -0.38 0.00
C 2.49 -4.40 -2.93 0.00
Si 1.34 -5.42 2.71 -0.01
C 2.71 -4.19 3.19 0.00
C -0.25 -5.20 3.74 0.00
C 1.88 -7.24 2.57 0.00
H -2.30 -5.81 -3.04 0.00
H -0.58 -6.05 -3.24 0.00
H -1.18 -4.50 -2.67 0.00
H -3.65 -6.21 -0.21 0.00
H -2.99 -4.61 0.07 0.00
H -2.69 -5.90 1.23 0.00
H -1.55 -8.59 -1.12 0.00
H -0.84 -8.29 0.45 0.00
H 0.16 -8.26 -0.99 0.00
H 3.10 -7.54 -0.36 0.00
H 3.98 -7.34 -1.86 0.00
H 2.25 -7.54 -1.89 0.00
H 4.68 -4.89 0.47 0.00
H 4.05 -3.34 -0.04 0.00
H 5.15 -4.23 -1.08 0.00
H 1.78 -4.97 -3.51 0.00
H 3.40 -4.31 -3.52 0.00
H 2.07 -3.41 -2.79 0.00
H 2.46 -3.18 2.86 0.00
H 3.66 -4.45 2.74 0.00
H 2.85 -4.16 4.26 0.00
H -0.62 -4.18 3.70 0.00
H -0.07 -5.43 4.79 0.00
H -1.04 -5.86 3.39 0.00
H 2.82 -7.34 2.05 0.00
H 1.14 -7.83 2.05 0.00
H 2.01 -7.68 3.56 0.00
Br 4.64 3.09 2.92 0.01
C 3.28 1.96 2.21 0.02
C 3.63 0.89 1.38 -0.01
C 2.63 0.11 0.83 0.02
C 1.27 0.38 1.05 -0.03
C 0.97 1.41 1.95 0.01
C 1.95 2.19 2.52 -0.01
H 4.66 0.69 1.16 0.00
H 2.92 -0.72 0.19 0.00
H -0.07 1.62 2.21 0.00
H 1.68 3.00 3.19 0.00
```

The LUMO energy (alpha / beta) is -0.2679 / -0.2614 Ha. The total energy comes out at -208709.1491 eV. The gap between HOMO and LUMO (alpha / beta) is 5.45 / 5.68 eV. Its charge is +2. As for the multiplicity: 2.

---

ORCA calculation (the ωB97M-V functional and the def2-TZVPD basis) on a 2-piece molecular cluster, C6H12N2 overall at a distorted geometry.

XYZ file:
```
20
Properties=species:S:1:pos:R:3:mulliken_charge:R:1
C -1.37 -2.12 0.55 -0.89
C -1.29 -0.83 0.47 0.05
C -1.25 0.40 0.21 0.98
C -0.69 0.81 -1.21 -1.12
C -1.62 1.54 1.12 -1.46
H -2.34 -2.64 0.60 0.27
H -0.36 -2.67 0.74 0.19
H -1.09 1.68 -1.54 0.50
H 0.39 1.01 -0.93 0.13
H -0.62 -0.15 -1.87 0.26
H -1.00 2.37 0.95 0.37
H -2.63 1.79 0.68 0.30
H -1.61 1.27 2.09 0.44
H 2.42 1.68 0.79 0.24
N 2.28 0.66 0.69 -0.38
N 2.52 0.27 -0.46 -0.15
C 2.13 -1.03 -0.70 -0.44
H 1.66 -1.39 0.26 0.19
H 1.48 -0.96 -1.59 0.17
H 2.98 -1.69 -0.83 0.34
```

The LUMO energy is 0.0319 Ha. The total energy comes out at -9392.2118 eV. The gap between HOMO and LUMO is 9.72 eV.

---

ORCA calculation (the ωB97M-V functional and the def2-TZVPD basis) on C10H14N4O5S as an isolated structure.

XYZ file:
```
34
Properties=species:S:1:pos:R:3:mulliken_charge:R:1
N 0.55 2.57 2.50 -0.60
C -0.21 2.28 1.53 -0.06
C 0.35 1.74 0.25 -1.42
C 0.34 0.23 0.14 0.56
O 1.53 -0.28 0.86 -0.45
S 1.32 -1.78 1.33 1.23
O 1.37 -1.87 2.75 -0.59
O 2.13 -2.65 0.54 -0.65
O -0.19 -1.90 0.82 -0.43
C -0.73 -0.56 0.87 0.25
C -2.17 -0.51 0.50 0.00
C -3.04 -1.48 1.00 -0.62
C -4.39 -1.39 0.71 -0.34
N -4.93 -0.43 -0.03 -0.62
C -4.09 0.48 -0.52 -0.53
C -2.72 0.49 -0.29 -0.08
H 0.02 2.92 3.29 0.27
H -1.30 2.43 1.58 0.45
H 1.39 2.07 0.16 0.47
H -0.18 2.15 -0.61 0.44
H 0.51 -0.10 -0.89 0.75
H -0.66 -0.24 1.92 0.47
H -2.66 -2.29 1.61 0.42
H -5.07 -2.14 1.10 0.38
H -4.53 1.27 -1.13 0.38
H -2.12 1.27 -0.73 0.28
C 3.20 -0.19 -2.47 0.65
O 2.01 0.07 -2.59 -0.66
N 3.67 -0.89 -1.40 -0.29
N 4.13 0.23 -3.38 -0.42
H 4.63 -1.09 -1.23 0.16
H 2.96 -1.20 -0.76 0.23
H 3.79 0.75 -4.17 0.24
H 5.10 0.03 -3.30 0.15
```

The LUMO energy is 0.0143 Ha. The total energy comes out at -37630.0789 eV. The gap between HOMO and LUMO is 10.47 eV.